(1)
Below is the molecule C9H8ClNO2, with properties calculated with wB97M-V/def2-TZVPD.

Each line ends with the Mulliken charge.
CARTESIAN COORDINATES (ANGSTROEM)
O 4.379 0.872 1.030  -0.5701
N 3.527 0.950 0.184  0.9759
O 2.937 1.946 -0.165  -0.5415
C 3.116 -0.197 -0.651  0.0478
Cl 4.132 -1.554 -0.438  -0.1687
C 1.636 -0.554 -0.005  -0.6180
C 0.648 0.134 -0.479  -0.2120
C -0.783 -0.011 -0.166  0.5504
C -1.279 -1.117 0.550  -0.3327
C -2.604 -1.216 0.885  -0.4875
C -3.521 -0.199 0.488  -0.4102
C -3.006 0.946 -0.159  -0.6374
C -1.627 1.027 -0.472  -0.2573
H 3.170 0.135 -1.766  0.3409
H 1.694 -1.194 0.826  0.4078
H 0.768 0.822 -1.334  0.2441
H -0.786 -2.065 0.751  0.2905
H -3.126 -2.215 1.204  0.2242
H -4.521 -0.225 0.811  0.4188
H -3.625 1.770 -0.246  0.4101
H -1.127 1.944 -0.848  0.3249

Results
- highest occupied orbital energy (eV) = -9.16
- frontier orbital gap (Ha) = 0.3324
- calculated total energy (a.u.) = -1013.0216
- spin multiplicity = 1
- SMILES = O=[N+]([O-])[C@@H](Cl)/C=C/c1ccccc1

(2)
Below is a structure of composition C6H15AgBrO4P, with properties calculated with wB97M-V/def2-TZVPD.

Each line ends with the Löwdin spin population.
CARTESIAN COORDINATES (ANGSTROEM)
Ag -2.100 3.530 1.097  0.0130
Br -3.647 1.782 2.579  0.9186
C 3.069 -0.621 -0.268  0.0000
C 2.313 -0.337 1.009  0.0001
O 1.371 0.766 0.852  0.0002
P 0.006 0.632 0.134  0.0008
O -0.858 1.793 0.440  0.0120
O 0.342 0.460 -1.372  0.0012
C -0.669 0.530 -2.397  0.0000
C -0.401 1.686 -3.347  0.0000
O -0.630 -0.738 0.543  0.0053
C -1.159 -0.921 1.880  0.0214
C -1.496 -2.373 2.068  0.0026
H 3.932 -1.242 -0.048  0.0000
H 2.431 -1.140 -0.984  0.0000
H 3.375 0.314 -0.735  0.0000
H 1.780 -1.225 1.351  0.0000
H 2.978 -0.021 1.808  0.0000
H -0.667 -0.426 -2.917  0.0000
H -1.659 0.643 -1.948  0.0000
H -0.295 2.615 -2.783  0.0000
H 0.480 1.540 -3.965  0.0000
H -1.273 1.816 -3.991  0.0000
H -0.426 -0.564 2.608  0.0002
H -2.050 -0.287 1.979  0.0231
H -2.354 -2.661 1.465  0.0003
H -0.639 -3.000 1.829  0.0012
H -1.755 -2.552 3.114  0.0000

Results
- total charge = +1
- highest occupied orbital energy (alpha / beta) (eV) = -14.39 / -14.38
- frontier orbital gap (alpha / beta) (Ha) = 0.3569 / 0.2404
- calculated total energy (a.u.) = -3600.7398
- spin multiplicity = 2
- ⟨S²⟩ = 0.7527

> Look up the calculated total energy of the first one.

-1013.0216 a.u.